{"formula": "C4H9NO", "method": "ωB97M-V/def2-TZVPD", "elements": ["H", "H", "O", "C", "H", "H", "H", "H", "H", "N", "C", "H", "C", "C", "H"], "positions_angstrom": [[-0.38308, 0.17585, -3.06265], [0.11021, -2.07410, 3.85231], [-0.38262, -1.38497, 3.39331], [-0.01639, 1.76260, -0.12455], [-1.04586, 1.76919, -2.66551], [0.19508, 2.79491, -0.37506], [0.21332, 1.48641, 0.90216], [-0.48563, -1.76158, 2.50885], [1.02644, -0.91280, 1.09315], [-0.03541, -0.57116, -0.68207], [-0.21072, 1.09252, -2.50744], [0.72095, 1.52406, -2.86578], [-0.12503, 0.79826, -1.03391], [0.80378, -1.16284, 0.03247], [1.46431, -1.98697, -0.27568]], "homo_ev": -8.58, "fmax_ev_per_a": 3.10, "lumo_energy_ev": 0.1433, "e_tot_ha": -287.6958, "gap_ev": 8.72, "smiles": "C=NC(=C)C.O", "relative_energy_kcal_mol": 85.8}

{"formula": "C15H25N5O5", "method": "ωB97M-V/def2-TZVPD", "elements": ["O", "H", "C", "C", "C", "C", "H", "H", "N", "H", "C", "N", "H", "C", "N", "H", "C", "C", "O", "C", "H", "H", "N", "C", "H", "O", "H", "H", "H", "H", "C", "H", "H", "H", "C", "H", "H", "H", "C", "H", "C", "C", "H", "H", "O", "H", "N", "O", "H", "H"], "positions_angstrom": [[2.18205, 0.77231, 2.85903], [2.06775, -0.99441, -2.60590], [-1.87644, -0.16486, -5.61828], [-0.38518, -0.84145, -3.55993], [1.15568, 2.22568, 4.55744], [-0.12146, 2.58491, 3.79284], [-0.81566, 2.97387, 4.54524], [3.42454, -2.76501, -0.72877], [-1.01462, 0.03811, -6.54306], [-2.36418, -0.51833, -3.78851], [2.35495, 1.85655, 3.63534], [-3.26284, 0.02156, -5.78365], [0.24776, -2.79253, -0.76025], [1.98068, -1.49066, -1.59269], [-1.72283, -0.91347, -4.36242], [-1.14417, -2.63585, -2.73624], [-0.85323, 1.43039, 1.64326], [1.63129, -0.30778, -0.68987], [-2.57287, -1.69377, 0.98292], [-0.80208, 1.47469, 3.04687], [-0.11859, -0.28104, -6.33851], [-1.08410, -1.24786, -1.65256], [3.35689, -2.01342, -1.40160], [-2.03306, -0.67815, 1.66772], [-0.36036, 2.20813, 1.05649], [0.56089, 0.26643, -0.73611], [0.13024, 3.42654, 3.09059], [0.98898, -3.33272, -2.20066], [2.16754, 2.98752, 6.09287], [1.30896, 0.37252, 3.04717], [-0.54935, -1.80679, -2.40344], [1.87993, 4.02339, 4.94275], [-2.44538, -1.43687, 3.68263], [-0.23403, 0.05004, -3.15236], [-1.98242, -0.65288, 3.07827], [-1.39490, 0.47130, 4.83465], [-1.50957, 0.36496, -0.13984], [-3.74647, -0.78112, -5.49232], [0.67158, -2.42720, -1.71832], [3.49770, -2.40651, -2.19422], [-1.40325, 0.44178, 3.73091], [-1.47185, 0.37992, 0.97371], [0.42378, -1.08884, -4.14993], [0.94228, 1.32704, 5.14872], [2.61796, 0.07502, 0.13806], [-3.03588, -2.30338, 1.54817], [1.44438, 3.32450, 5.48187], [3.38433, 2.49063, 3.60257], [3.42236, -0.31209, -0.16409], [-3.53774, 0.29919, -6.66656]], "homo_ev": -8.63, "fmax_ev_per_a": 7.69, "lumo_energy_ev": 0.4229, "e_tot_ha": -1236.5345, "gap_ev": 9.05, "smiles": "[H]/N=C(/N)NCCC[C@H](N)C(=O)O.N[C@@H](Cc1ccc(O)cc1)C(=O)O", "relative_energy_kcal_mol": 50.4}